{
  "formula": "C16H24N6O4",
  "method": "wB97M-V/def2-TZVPD",
  "species": ["C", "N", "C", "O", "N", "C", "O", "C", "C", "N", "C", "N", "C", "C", "O", "C", "C", "N", "C", "C", "N", "C", "C", "O", "C", "C", "H", "H", "H", "H", "H", "H", "H", "H", "H", "H", "H", "H", "H", "H", "H", "H", "H", "H", "H", "H", "H", "H", "H", "H"],
  "coordinates": [[-4.674, -1.758, 1.219], [-4.162, -0.552, 0.609], [-4.956, 0.569, 0.507], [-6.095, 0.608, 0.916], [-4.368, 1.663, -0.097], [-3.083, 1.819, -0.628], [-2.738, 2.874, -1.128], [-2.345, 0.612, -0.473], [-2.892, -0.515, 0.119], [-2.004, -1.528, 0.135], [-0.907, -1.040, -0.444], [0.176, -1.825, -0.668], [1.540, -1.331, -0.542], [2.289, -2.160, 0.501], [2.387, -3.523, 0.140], [1.287, -3.982, -0.624], [0.004, -3.227, -0.308], [-1.055, 0.249, -0.849], [-0.217, 1.132, -1.624], [0.403, 2.246, -0.765], [1.608, 1.801, -0.081], [2.812, 2.128, -0.833], [4.038, 1.552, -0.124], [4.139, 2.024, 1.197], [2.975, 1.717, 1.927], [1.731, 2.320, 1.274], [-4.081, -2.008, 2.098], [-4.615, -2.581, 0.508], [-5.708, -1.572, 1.501], [-4.970, 2.476, -0.167], [1.535, -0.281, -0.236], [2.054, -1.425, -1.508], [3.316, -1.801, 0.611], [1.781, -2.064, 1.472], [1.513, -3.884, -1.696], [1.171, -5.043, -0.390], [-0.249, -3.331, 0.755], [-0.829, -3.629, -0.888], [-0.861, 1.606, -2.369], [0.552, 0.551, -2.131], [0.607, 3.110, -1.410], [-0.344, 2.560, -0.034], [2.734, 1.699, -1.834], [2.932, 3.221, -0.926], [4.953, 1.863, -0.631], [3.978, 0.453, -0.125], [3.122, 2.130, 2.925], [2.855, 0.624, 1.996], [0.845, 2.033, 1.845], [1.819, 3.419, 1.278]],
  "nbo_charge": [-0.41, -0.43, 0.79, -0.63, -0.64, 0.65, -0.64, -0.15, 0.45, -0.57, 0.58, -0.43, -0.29, -0.08, -0.53, -0.08, -0.24, -0.34, -0.22, -0.22, -0.47, -0.25, -0.07, -0.52, -0.07, -0.25, 0.21, 0.21, 0.25, 0.43, 0.27, 0.19, 0.20, 0.17, 0.17, 0.20, 0.20, 0.22, 0.24, 0.21, 0.19, 0.22, 0.20, 0.18, 0.20, 0.16, 0.20, 0.16, 0.21, 0.18],
  "multiplicity": 1,
  "e_homo_ev": -7.84,
  "e_tot_ev": -34112.98522,
  "total_charge": 0,
  "lumo_energy_ev": 0.55
}

---

{
  "formula": "C7H9O2P",
  "method": "wB97M-V/def2-TZVPD",
  "species": ["C", "C", "C", "C", "C", "C", "C", "O", "O", "P", "H", "H", "H", "H", "H", "H", "H", "H", "H"],
  "coordinates": [[-2.689, -0.846, 0.532], [-1.607, -1.495, 0.954], [-2.487, 0.320, -0.362], [1.599, -0.862, 0.052], [-3.201, 1.417, -0.478], [2.388, 0.127, -0.066], [3.862, 0.141, 0.333], [-0.344, -2.203, -1.239], [2.160, 1.329, -0.723], [-0.046, -1.184, -0.222], [-3.601, -0.884, 1.061], [-1.795, -2.263, 1.599], [-1.511, 0.280, -1.011], [-3.968, 1.711, 0.245], [-2.942, 2.241, -1.138], [4.503, -0.361, -0.415], [4.217, -0.317, 1.305], [4.193, 1.171, 0.325], [1.269, 1.679, -0.753]],
  "nbo_charge": [-0.22, -0.40, -0.21, -0.61, -0.37, 0.32, -0.67, -1.03, -0.70, 1.65, 0.22, 0.22, 0.18, 0.20, 0.21, 0.24, 0.24, 0.23, 0.49],
  "multiplicity": 1,
  "e_homo_ev": [-8.93, -8.94],
  "e_tot_ev": -20783.58472,
  "total_charge": 0,
  "lumo_energy_ev": [-0.62, -0.62]
}

---

{
  "formula": "C2H8NPS",
  "method": "wB97M-V/def2-TZVPD",
  "species": ["C", "C", "N", "P", "S", "H", "H", "H", "H", "H", "H", "H", "H"],
  "coordinates": [[1.676, -0.752, -0.194], [0.731, 0.084, 0.668], [-1.445, -0.791, 0.596], [-2.531, 0.192, -0.252], [0.476, 1.637, -0.014], [1.170, -0.898, -1.127], [2.592, -0.221, -0.245], [1.891, -1.765, 0.052], [0.707, 0.264, 1.760], [-1.552, -0.855, 1.645], [-2.084, 1.744, -0.105], [-2.110, 0.215, -1.590], [0.478, 1.146, -1.193]],
  "nbo_charge": [-0.67, -0.21, -1.09, 0.55, 0.17, 0.23, 0.23, 0.23, 0.23, 0.38, -0.08, -0.07, 0.11],
  "multiplicity": 1,
  "e_homo_ev": -7.90,
  "e_tot_ev": -23813.95188,
  "total_charge": 0,
  "lumo_energy_ev": -0.04
}

---

{
  "formula": "C17H34I2N2O3",
  "method": "wB97M-V/def2-TZVPD",
  "species": ["C", "C", "C", "C", "O", "C", "O", "N", "C", "C", "C", "O", "C", "I", "C", "C", "I", "H", "H", "H", "H", "H", "H", "H", "H", "H", "H", "H", "H", "H", "H", "H", "H", "H", "H", "H", "C", "C", "N", "C", "C", "C", "C", "H", "H", "H", "H", "H", "H", "H", "H", "H", "H", "H", "H", "H", "H", "H"],
  "coordinates": [[5.825, -3.177, 2.472], [4.559, -2.843, 1.663], [4.896, -1.954, 0.463], [3.709, -1.411, -0.349], [2.464, -1.854, 0.228], [1.370, -1.548, -0.484], [1.341, -0.761, -1.385], [0.219, -2.199, 0.009], [0.433, -3.416, 0.768], [0.700, -4.599, -0.179], [2.168, -4.962, -0.608], [1.051, -4.246, -1.433], [-0.757, -1.211, 0.429], [-2.311, -1.007, -1.113], [-1.488, -1.358, 1.752], [-2.541, -2.466, 1.913], [-0.091, -1.273, 3.394], [6.233, -4.147, 2.184], [6.602, -2.424, 2.325], [5.600, -3.238, 3.537], [4.120, -3.774, 1.306], [3.861, -2.313, 2.313], [5.525, -2.537, -0.216], [5.503, -1.111, 0.801], [3.745, -1.726, -1.392], [3.719, -0.321, -0.326], [-0.478, -3.689, 1.287], [1.216, -3.356, 1.526], [0.076, -5.469, 0.015], [3.003, -4.860, -1.296], [2.574, -4.194, 0.086], [-0.296, -0.229, 0.400], [-2.016, -0.413, 1.864], [-3.515, -2.056, 1.647], [-2.594, -2.813, 2.943], [-2.375, -3.307, 1.244], [-3.615, 2.701, 0.556], [-2.516, 3.212, -0.363], [-2.998, 3.549, -1.689], [-1.935, 3.735, -2.660], [-0.960, 4.901, -2.454], [-4.087, 4.509, -1.736], [-3.865, 5.884, -1.092], [-4.143, 1.870, 0.085], [-3.175, 2.341, 1.489], [-4.341, 3.470, 0.819], [-1.770, 2.421, -0.485], [-2.000, 4.051, 0.134], [-2.393, 3.822, -3.649], [-1.358, 2.805, -2.684], [-1.415, 5.864, -2.682], [-0.104, 4.781, -3.121], [-0.577, 4.935, -1.433], [-4.960, 4.051, -1.263], [-4.367, 4.638, -2.784], [-3.410, 5.800, -0.104], [-4.824, 6.389, -0.968], [-3.235, 6.531, -1.702]],
  "nbo_charge": [-0.61, -0.39, -0.42, -0.07, -0.53, 0.93, -0.59, -0.51, -0.29, 0.19, -0.33, -0.48, -0.10, 0.05, -0.34, -0.66, 0.08, 0.21, 0.20, 0.21, 0.20, 0.21, 0.20, 0.21, 0.20, 0.20, 0.22, 0.23, 0.19, 0.28, 0.17, 0.23, 0.24, 0.24, 0.23, 0.22, -0.62, -0.21, -0.45, -0.21, -0.64, -0.21, -0.64, 0.22, 0.20, 0.20, 0.20, 0.16, 0.19, 0.20, 0.20, 0.21, 0.20, 0.19, 0.20, 0.20, 0.21, 0.20],
  "multiplicity": 1,
  "e_homo_ev": -7.97,
  "e_tot_ev": -43499.98179,
  "total_charge": 0,
  "lumo_energy_ev": 0.03
}